Record 1
{"formula": "C6H5NOS2", "method": "ωB97M-V with the def2-TZVPD basis set", "orbital_gap_ev": 7.7, "de_lowest_kj_mol": 209.00, "energy_ha": -1157.91744, "elements": ["S", "S", "O", "N", "C", "C", "C", "C", "C", "C", "H", "H", "H", "H", "H"], "coordinates": [[-3.69258, -0.77807, -0.81126], [3.42131, -0.42631, 0.13967], [-5.12023, -0.58203, -0.82501], [-2.91202, 0.39212, -0.16866], [2.63397, 1.05055, 0.30129], [-1.39325, 0.36693, -0.17851], [1.94703, -1.22729, 0.14489], [1.29662, 0.96094, 0.37310], [0.83701, -0.42552, 0.23414], [-0.57385, -0.66506, 0.22197], [1.87852, -2.18832, -0.29219], [-0.99287, -1.57912, 0.44758], [3.13593, 2.02965, 0.48462], [0.58014, 1.75925, 0.45087], [-1.04573, 1.31229, -0.52250]], "forces_ev_per_angstrom": [[1.1, 1.2, 0.5], [0.6, 0.0, 0.0], [0.0, -0.1, 0.1], [1.7, -1.2, -0.5], [0.6, 2.8, 0.8], [-2.0, -2.3, 0.6], [-1.7, -0.5, -0.7], [-0.8, -1.7, -0.4], [2.0, 2.1, 0.6], [-1.6, 3.2, -1.7], [0.2, -1.2, 0.3], [-0.8, -1.9, 0.7], [-0.1, -1.2, -0.4], [0.4, 0.3, 0.3], [0.2, 0.4, -0.1]]}

=====

Record 2
{"formula": "C32H67FN13O12", "method": "ωB97M-V with the def2-TZVPD basis set", "orbital_gap_ev": 9.4, "energy_ha": -2973.99645, "total_charge": 1, "elements": ["F", "O", "O", "O", "O", "O", "O", "O", "O", "O", "O", "O", "O", "N", "N", "N", "N", "N", "N", "N", "N", "N", "N", "N", "N", "N", "C", "C", "C", "C", "C", "C", "C", "C", "C", "C", "C", "C", "C", "C", "C", "C", "C", "C", "C", "C", "C", "C", "C", "C", "C", "C", "C", "C", "C", "C", "C", "C", "H", "H", "H", "H", "H", "H", "H", "H", "H", "H", "H", "H", "H", "H", "H", "H", "H", "H", "H", "H", "H", "H", "H", "H", "H", "H", "H", "H", "H", "H", "H", "H", "H", "H", "H", "H", "H", "H", "H", "H", "H", "H", "H", "H", "H", "H", "H", "H", "H", "H", "H", "H", "H", "H", "H", "H", "H", "H", "H", "H", "H", "H", "H", "H", "H", "H", "H"], "coordinates": [[3.54717, -1.34568, 0.74425], [-0.95099, -0.14465, 2.13325], [3.32103, 1.29848, 0.54853], [1.87972, -2.62714, 1.13466], [3.29650, 3.82453, 3.50824], [0.67564, 1.67887, 3.65397], [1.42270, -7.08602, -2.53683], [0.55617, 2.89441, 5.60023], [-0.56264, 0.01351, -0.13627], [-1.26544, 1.70714, 8.41688], [2.30741, -3.88948, -6.43280], [-3.00002, 4.44830, -2.54664], [-4.39946, 0.82684, -4.62330], [-0.79447, -1.79704, -4.79270], [-0.97372, 1.89036, 1.17269], [1.89492, -6.54806, -0.38392], [-6.17514, 1.07658, -6.01046], [3.53686, 2.67156, 5.43839], [-4.04887, 1.64553, -6.70589], [5.29033, 3.92084, 4.58781], [0.91285, -5.00293, -1.79584], [1.94085, 1.22269, 0.26790], [-4.65160, 5.19893, -1.18684], [2.67580, -5.33735, -8.13378], [0.91068, -3.84728, -8.21816], [-4.93861, 3.27459, -2.43712], [1.39410, 1.90780, 2.47927], [0.45522, -1.99383, -4.35674], [1.41226, -6.27123, -1.63718], [-2.42979, 1.85019, 0.95266], [-4.84722, 1.16308, -5.71371], [-1.63304, -1.19207, -3.95096], [1.83476, -0.48065, 2.15471], [1.19252, 0.75365, 1.48062], [0.02937, 1.81255, 6.35183], [2.38507, -1.59112, 1.30079], [-2.39383, -4.35898, 2.18153], [0.51912, -0.52069, -0.86252], [4.00098, 3.49758, 4.46116], [-1.09680, -1.55576, 1.90402], [3.85730, 2.63414, 0.38701], [0.91941, -1.59473, -3.10704], [-0.06826, 2.19458, 7.82075], [5.34202, 2.53846, 0.66993], [0.03457, -0.94702, -2.23866], [-3.55868, -1.52354, 2.33524], [5.99675, 1.44607, -0.18131], [-2.54779, -3.42459, 0.98471], [1.37128, 1.54077, -2.09363], [-1.51604, -3.78310, -0.08018], [1.98671, -4.32893, -7.52574], [-3.18215, 2.39921, 2.14615], [-1.28730, -0.75000, -2.66416], [-4.12599, 4.31547, -2.09167], [-0.34485, 0.59536, 1.14260], [1.66797, 0.49197, -1.02520], [-2.46034, -1.93848, 1.36929], [0.21918, 2.88108, 4.25302], [1.95409, 2.44384, -1.92072], [-2.77378, 0.85950, 0.68147], [-0.86143, 2.95402, 4.12979], [-1.37109, 0.78381, 8.17526], [0.37692, -3.11478, -7.78854], [-5.85378, 3.13659, -2.05306], [0.74701, 3.72872, 3.83097], [-0.29656, -1.95846, 1.29946], [2.42908, -5.71759, -9.02692], [-4.07940, 5.97744, -0.91970], [-3.13238, -4.13361, 2.94266], [7.06707, 1.59034, -0.24894], [5.88222, 3.66754, 5.35573], [-2.65196, 2.49303, 0.10677], [1.94374, -1.77295, -2.81814], [2.26624, -7.46633, -0.23056], [-5.57410, 5.11791, -0.80434], [-0.08827, 3.27123, 7.92633], [-6.78349, 0.71624, -5.30008], [0.32585, 1.83446, -2.07258], [0.77959, 1.79039, 8.37169], [-2.74735, 3.35227, 2.43175], [3.72290, 2.99540, -0.62876], [2.57628, 2.38290, 5.34759], [1.14077, -2.49458, -5.02011], [1.12215, -0.95099, 2.81354], [0.65170, 0.92403, 6.24431], [-3.06831, 1.72144, -6.51115], [-3.69727, -0.44742, 2.34990], [-2.48523, -5.39152, 1.86392], [-4.39080, 1.92655, -7.60482], [2.45234, 1.93891, 2.74157], [5.79652, 0.46574, 0.23391], [-2.62617, -1.38358, 0.44428], [-1.51042, -3.06100, -0.89524], [1.64523, 1.19009, -3.07667], [-1.69294, -4.77056, -0.49333], [-2.01568, -0.26470, -2.04242], [5.59928, 1.45631, -1.19304], [-3.13374, 1.73665, 3.00551], [0.83687, -1.45132, -0.39482], [5.51021, 2.35656, 1.72392], [-6.56345, 1.34414, -6.89461], [-0.54527, 2.50577, 0.49374], [1.62386, 2.18719, 0.13248], [0.54834, -4.76271, -2.69933], [-4.50496, -1.95521, 2.02267], [3.38470, 3.28385, 1.12379], [1.89461, -5.88786, 0.36974], [2.64906, -0.13867, 2.78536], [-2.64680, -1.02519, -4.28583], [-0.52035, -3.80739, 0.36304], [1.16845, 2.87085, 2.02302], [-0.99477, -2.01640, 2.88550], [0.89135, -4.32111, -1.06196], [0.62711, -4.19704, -9.11288], [-4.59164, 2.61779, -3.11842], [5.64645, 4.53441, 3.87929], [-3.52955, -3.55138, 0.53350], [-1.40777, -4.23594, 2.62328], [-3.34954, -1.83446, 3.35560], [4.08427, 2.34503, 6.21184], [-0.96820, 1.54964, 5.99255], [3.46376, -5.71514, -7.64259], [2.56761, -0.05141, -1.28694], [-4.20930, 2.60482, 1.86902], [5.75594, 3.48914, 0.34893]], "forces_ev_per_angstrom": [[1.2, 0.5, -0.5], [-0.1, -0.2, -0.2], [-0.1, -0.3, -0.3], [-0.9, -2.2, -0.3], [0.1, 0.2, -0.1], [-0.1, 0.1, -0.2], [0.0, -0.1, 0.0], [0.2, -0.1, 0.1], [0.1, 0.2, -0.3], [0.0, 0.2, -0.2], [0.0, 0.1, 0.1], [0.0, 0.0, 0.1], [0.0, 0.1, 0.2], [0.1, 0.1, 0.4], [0.3, -0.5, 0.1], [0.0, 0.0, 0.0], [0.0, 0.0, 0.1], [0.1, -0.1, -0.4], [0.0, 0.0, 0.0], [-0.1, -0.1, -0.1], [0.1, 0.0, -0.1], [-0.1, 0.0, 0.0], [0.1, 0.0, 0.1], [0.0, 0.1, 0.0], [0.1, 0.0, 0.0], [0.1, 0.0, -0.1], [0.6, -0.3, 0.3], [0.1, 0.1, 0.2], [0.0, 0.1, 0.1], [-0.1, 0.6, 0.0], [0.0, 0.0, -0.1], [0.1, 0.1, 0.5], [0.5, -0.1, -0.4], [-0.1, 0.0, 0.9], [-0.3, 0.0, 0.1], [-0.3, 1.1, 0.9], [-0.1, 0.3, -0.2], [-0.3, -0.3, -0.3], [0.2, -0.1, 0.3], [-0.2, -0.4, 0.4], [0.3, 0.3, 0.5], [-0.8, 0.3, 0.2], [-0.2, -0.4, 0.2], [-0.1, -0.5, -0.8], [-0.6, -0.1, -0.3], [-0.1, 0.1, 0.0], [-0.2, 0.1, 0.2], [0.5, 0.0, 0.0], [0.1, 0.4, 0.4], [0.0, 0.1, 0.2], [-0.1, -0.1, -0.1], [0.2, 0.1, 0.0], [1.0, -0.4, -0.4], [0.0, -0.1, 0.0], [-0.1, 0.5, -0.1], [-0.2, -0.1, -0.6], [-0.3, 0.3, -0.3], [0.0, 0.0, 0.4], [0.2, 0.1, 0.0], [0.1, -0.2, 0.0], [-0.2, -0.1, -0.1], [0.0, -0.1, 0.1], [0.0, 0.0, 0.0], [0.0, 0.1, 0.0], [-0.1, 0.2, -0.2], [0.1, 0.1, -0.2], [0.0, 0.0, 0.0], [0.0, 0.0, 0.0], [-0.2, -0.2, 0.2], [0.2, 0.0, 0.1], [0.0, 0.0, 0.1], [0.0, 0.1, -0.3], [0.2, -0.2, -0.1], [0.0, 0.0, 0.0], [0.0, 0.0, 0.0], [0.0, 0.2, 0.0], [0.0, 0.0, 0.0], [-0.2, -0.1, -0.1], [0.3, 0.1, 0.1], [0.1, 0.2, 0.1], [-0.3, -0.1, -0.2], [-0.1, 0.1, 0.3], [0.1, -0.2, -0.3], [-0.4, 0.1, 0.1], [0.1, -0.1, -0.2], [0.0, 0.0, 0.0], [0.1, 0.2, 0.0], [-0.1, -0.2, 0.1], [0.0, 0.0, 0.0], [0.0, 0.1, -0.3], [0.0, -0.2, 0.0], [0.1, 0.1, -0.2], [0.0, 0.1, -0.2], [-0.2, -0.2, -0.2], [-0.1, -0.1, -0.1], [-0.2, 0.1, 0.1], [0.0, 0.0, -0.2], [-0.1, -0.1, 0.1], [0.3, 0.2, 0.1], [0.1, 0.2, 0.2], [0.0, 0.0, 0.0], [0.0, 0.0, -0.1], [0.0, 0.1, -0.1], [0.0, 0.0, 0.0], [-0.2, -0.1, 0.0], [-0.1, 0.2, 0.0], [0.0, 0.0, 0.0], [0.2, 0.2, 0.0], [-0.1, 0.0, -0.2], [0.1, 0.0, 0.0], [-0.3, 0.1, -0.1], [0.1, 0.1, 0.2], [0.0, -0.1, 0.0], [0.0, 0.0, 0.0], [0.0, -0.1, 0.0], [0.0, 0.1, 0.0], [-0.2, -0.1, 0.1], [0.2, -0.1, 0.1], [0.0, -0.1, 0.1], [0.1, 0.1, 0.0], [-0.2, 0.1, -0.1], [0.0, 0.0, 0.0], [0.3, 0.0, 0.3], [-0.3, -0.2, 0.1], [0.1, 0.3, 0.4]]}

=====

Record 3
{"formula": "C9H19N2", "method": "ωB97M-V with the def2-TZVPD basis set", "orbital_gap_ev": [6.8, 6.8], "de_lowest_kj_mol": 683.55, "energy_ha": -463.36349, "total_charge": 1, "elements": ["N", "N", "C", "C", "C", "C", "C", "C", "C", "C", "C", "H", "H", "H", "H", "H", "H", "H", "H", "H", "H", "H", "H", "H", "H", "H", "H", "H", "H", "H"], "coordinates": [[-3.26293, 1.13484, -0.20909], [-0.20712, -0.04252, 0.10317], [-0.68214, -1.28913, -0.08031], [0.98872, 0.32875, 0.00878], [-4.60896, 0.69519, -0.36981], [-2.79842, 1.65084, 0.97662], [2.54383, -1.13275, 1.20313], [2.47012, -1.12355, -1.45055], [3.50228, 0.73905, -0.11678], [-2.46681, 0.88526, -1.18859], [2.39819, -0.31049, -0.15380], [-4.83520, 0.41071, -1.43771], [-3.16159, 0.92832, 1.71569], [4.54673, 0.30301, -0.22616], [2.82602, -0.37247, 1.95957], [3.45790, 1.41214, -1.08394], [0.01431, -2.08562, -0.05972], [3.52498, 1.24173, 0.86077], [-3.30174, 2.58692, 1.25455], [-5.15666, 1.50166, 0.09366], [2.34247, -0.40828, -2.37512], [-4.75800, -0.17136, 0.17260], [1.08665, 1.38817, 0.21821], [-1.76886, 1.66904, 0.95340], [1.52238, -1.53119, 1.49656], [-1.34461, -1.32635, -1.06821], [1.79981, -2.03660, -1.66588], [3.19368, -2.06222, 1.27965], [3.54525, -1.49036, -1.52169], [-1.41027, -1.49276, 0.71099]], "forces_ev_per_angstrom": [[3.0, -1.5, -5.4], [0.3, 2.9, -0.5], [-3.5, -2.7, -1.7], [1.7, 1.7, 0.5], [-1.4, 0.8, -1.9], [-1.9, 0.6, 3.7], [-1.2, -0.9, 0.3], [1.0, -0.3, -2.3], [1.2, 0.7, -2.2], [-1.2, 0.4, 1.9], [-1.1, -1.9, 1.0], [0.0, 0.9, 1.0], [0.5, 0.1, 0.4], [-1.4, 0.0, 0.2], [-0.1, -0.8, -0.1], [-0.2, -0.7, 2.2], [0.8, -0.9, -0.4], [-0.2, 0.4, -0.7], [0.4, 0.0, -0.5], [-0.9, 0.1, -0.6], [0.1, -1.3, 1.7], [-0.1, -1.8, 1.4], [0.1, 0.5, -0.2], [2.2, 0.4, 0.3], [1.2, 0.5, -0.2], [1.5, -0.2, 1.7], [0.8, 1.6, 0.9], [-0.3, 1.5, -0.6], [-1.3, 0.3, -0.1], [-0.1, -0.2, 0.1]]}

=====

Record 4
{"formula": "CH4N2O", "method": "ωB97M-V with the def2-TZVPD basis set", "orbital_gap_ev": 10.9, "de_lowest_kj_mol": 32.26, "smiles": "NC(N)=O", "energy_ha": -225.27972, "elements": ["O", "N", "N", "C", "H", "H", "H", "H"], "coordinates": [[-0.45925, -0.61026, 1.51815], [0.15950, -0.95937, -0.59860], [0.22285, 1.18936, 0.32046], [0.05886, -0.16161, 0.51635], [0.20439, 1.46722, -0.64714], [-0.44070, 1.67820, 0.84954], [-0.30436, -1.83778, -0.46415], [0.55871, -0.76574, -1.49461]], "forces_ev_per_angstrom": [[0.7, 0.0, 0.6], [0.3, -0.5, 0.3], [1.4, -0.3, -0.9], [-2.2, -0.2, -0.9], [0.1, 0.1, 0.0], [-0.7, 0.9, 1.0], [0.3, -0.3, -0.1], [0.1, 0.4, 0.0]]}